{
  "formula": "C18H20N2O5V",
  "method": "ωB97M-V/def2-TZVPD",
  "elements": ["V", "C", "C", "C", "C", "C", "C", "C", "C", "C", "C", "H", "H", "H", "H", "H", "H", "H", "H", "H", "H", "H", "H", "H", "H", "O", "C", "C", "O", "C", "C", "O", "C", "O", "O", "C", "N", "C", "C", "N", "H", "H", "H", "H", "H", "H"],
  "xyz": [[0.37669, 0.25326, 0.24839], [-1.94275, -1.38352, 2.06672], [-1.81316, -0.17335, 3.01136], [-1.02640, -0.55899, 4.26331], [-1.20770, 0.98156, 2.24044], [-2.00758, 1.76538, 1.39662], [-1.46232, 2.77660, 0.62440], [-0.08368, 3.00726, 0.59898], [0.50411, 4.05906, -0.29190], [0.73020, 2.24557, 1.44826], [0.16436, 1.27018, 2.29079], [-2.44703, -2.20444, 2.57563], [-0.94953, -1.73628, 1.77137], [-2.51297, -1.13471, 1.16919], [-2.82021, 0.12513, 3.31263], [-0.09023, -1.05936, 4.00829], [-1.61539, -1.25179, 4.86199], [-0.80613, 0.31304, 4.88029], [-3.07750, 1.59502, 1.38072], [-2.11096, 3.39244, 0.01370], [0.27130, 5.05305, 0.09418], [0.08270, 3.99437, -1.29533], [1.58631, 3.96554, -0.35573], [1.77561, 2.50383, 1.56504], [0.78030, 0.80048, 3.04421], [3.54894, -5.03392, 0.10673], [2.91983, -4.02696, 0.03826], [2.99367, -2.82919, 1.01467], [3.76136, -2.69199, 1.93196], [1.94712, -1.94327, 0.53635], [1.27982, -2.38416, -0.60240], [0.35620, -1.65182, -1.07642], [1.87026, -3.68450, -1.04841], [1.62919, -4.30618, -2.04225], [1.47975, -0.76547, 0.92885], [1.02093, 0.28091, -4.58224], [-0.22360, 0.27359, -3.80554], [-1.38280, -0.42116, -4.38374], [-0.22933, 0.59810, -2.56483], [-0.24524, 0.90447, -1.43722], [0.81933, 0.69640, -5.56738], [1.39765, -0.73658, -4.68876], [1.77144, 0.89093, -4.08641], [-1.53142, -0.05751, -5.39787], [-2.27269, -0.21384, -3.79535], [-1.20845, -1.49718, -4.40155]],
  "atomic_forces_ev_per_a": [[-2.862, 0.644, -0.746], [-0.061, 0.189, 0.132], [0.062, -0.135, 0.004], [-0.084, 0.110, -0.076], [0.270, -0.405, 0.038], [0.057, 0.144, -0.156], [-0.104, -0.151, 0.071], [0.299, -0.047, 0.030], [-0.044, -0.002, -0.011], [-0.157, 0.426, 0.414], [-0.274, 0.533, 0.670], [0.012, -0.029, -0.043], [0.000, -0.054, -0.015], [-0.010, -0.045, -0.008], [-0.003, 0.077, -0.027], [0.025, 0.013, 0.019], [0.030, -0.027, 0.000], [0.014, -0.031, 0.037], [0.004, -0.038, -0.038], [0.008, -0.046, -0.059], [0.001, -0.007, 0.019], [0.014, -0.004, -0.003], [0.003, 0.022, -0.003], [0.057, -0.113, -0.139], [0.098, -0.178, -0.168], [0.006, 0.035, -0.007], [0.016, -0.062, -0.046], [0.099, 0.426, 0.427], [-0.072, -0.111, -0.081], [-0.284, -1.700, -1.348], [0.440, 0.265, 0.837], [-0.263, 0.666, 0.178], [-0.118, 0.002, -0.225], [-0.007, 0.002, 0.063], [3.145, -1.053, 2.340], [0.243, 0.020, -0.083], [-0.167, 0.025, -0.025], [-0.164, -0.209, -0.013], [0.074, -0.133, 0.069], [-0.276, 0.843, -2.184], [-0.047, 0.026, 0.028], [-0.051, -0.009, 0.041], [-0.044, 0.013, 0.038], [0.018, 0.048, 0.015], [0.034, 0.034, 0.015], [0.064, 0.028, 0.016]],
  "mulliken_spin": [1.976, 0.047, -0.036, 0.003, 0.090, -0.011, 0.021, -0.035, -0.006, 0.125, -0.149, 0.003, -0.019, 0.001, 0.000, 0.000, 0.000, -0.001, -0.003, 0.000, 0.000, 0.001, -0.004, 0.005, 0.002, -0.006, -0.002, 0.009, -0.007, 0.030, 0.001, -0.035, 0.009, -0.013, -0.049, 0.004, -0.004, 0.006, 0.070, -0.021, 0.000, 0.000, -0.002, -0.001, -0.002, 0.000],
  "lumo_energy_ev": [-4.5, -4.2],
  "homo_ev": [-11.365, -11.372],
  "de_lowest_kcal_mol": 43.4,
  "total_energy_ev": -57887.789,
  "spin_multiplicity": 3,
  "total_charge": 1
}